No. 1
This record from the Open Molecules 2025 dataset describes a structure of composition C23H42CeCl3N4O3Si in a non-equilibrium geometry. The level of theory is the ωB97M-V functional and the def2-TZVPD basis.

Last column: Mulliken spin population.
Positions of all 77 atoms, in Å:
Ce -1.194 -0.084 3.881  1.01
Cl -3.718 -0.622 3.985  0.00
Cl -1.247 1.379 1.727  0.00
Cl -0.876 2.147 5.278  0.00
Si 0.937 -0.748 -2.316  0.00
O 1.169 -0.192 3.868  0.00
O -0.854 -2.066 2.583  0.00
O 0.916 0.553 -3.345  0.00
N -1.752 -1.170 8.548  0.00
N -1.639 -3.301 0.817  0.00
N -1.142 -1.043 6.148  0.00
N 2.469 1.689 3.657  0.00
C 1.038 3.141 -5.264  0.00
C 0.305 2.645 -4.258  0.00
C 0.568 -0.083 -0.620  0.00
C 1.766 0.815 4.367  0.00
C -1.334 0.443 -6.223  0.00
C 0.941 -0.683 -7.399  0.00
C -1.407 -0.076 -7.516  0.00
C 2.695 1.477 2.229  0.00
C -1.756 -2.350 1.732  0.00
C -0.294 -2.026 -2.898  0.00
C 1.032 -0.115 -6.123  0.00
C -0.157 3.441 -3.072  0.00
C -3.172 -1.358 8.902  0.00
C -0.101 0.464 -5.549  0.00
C -2.701 -3.550 -0.149  0.00
C -0.046 1.164 -4.197  0.00
C -0.824 -0.704 9.596  0.00
C -0.426 -4.097 0.693  0.00
C 1.361 4.586 -5.428  0.00
C 2.678 -1.425 -2.385  0.00
C 2.722 3.021 4.200  0.00
C -0.268 -0.637 -8.110  0.00
C -1.416 -1.090 7.294  0.00
H -0.066 2.861 -2.141  0.00
H 2.188 4.686 -6.137  0.00
H -3.566 -2.954 0.157  0.00
H -3.274 -1.346 9.987  0.00
H 3.518 2.134 1.946  0.00
H 1.256 0.740 -0.378  0.00
H -1.216 3.737 -3.184  0.00
H 2.727 -2.394 -1.864  0.00
H -3.534 -2.322 8.516  0.00
H 0.514 5.154 -5.840  0.00
H -2.409 -3.256 -1.166  0.00
H -0.161 -2.961 -2.332  0.00
H -1.317 -0.788 10.568  0.00
H 0.666 -0.851 0.159  0.00
H -2.711 -1.808 1.746  0.00
H 1.799 1.732 1.642  0.00
H 1.657 5.068 -4.489  0.00
H 2.968 0.432 2.044  0.00
H -0.450 0.319 -0.559  0.00
H 3.008 -1.568 -3.424  0.00
H -0.544 0.345 9.418  0.00
H 0.437 4.358 -2.969  0.00
H -1.329 -1.683 -2.765  0.00
H -3.783 -0.554 8.465  0.00
H -2.965 -4.614 -0.159  0.00
H -1.045 1.106 -3.734  0.00
H 1.425 2.472 -6.034  0.00
H 0.087 -1.320 9.602  0.00
H 1.824 -1.151 -7.835  0.00
H -2.200 0.876 -5.714  0.00
H 0.172 -4.005 1.603  0.00
H 1.977 -0.105 -5.570  0.00
H -0.322 -1.036 -9.124  0.00
H -0.145 -2.252 -3.965  0.00
H 3.372 -0.727 -1.895  0.00
H -0.704 -5.144 0.528  0.00
H 2.068 3.776 3.733  0.00
H 3.766 3.299 4.015  0.00
H 2.522 2.980 5.278  0.00
H -2.356 -0.038 -8.055  0.00
H 0.175 -3.779 -0.173  0.00
H 1.696 1.030 5.443  0.00

Summary:
energy above the lowest of the compared OMol25 structures with the same formula, charge and spin = 0.000 eV
multiplicity = 2
total charge = 0
DFT total energy = -95016.9096 eV
LUMO energy (alpha / beta) = 0.444 / 0.444 eV

No. 2
This record from the Open Molecules 2025 dataset describes the molecule C4H5NO. The level of theory is the ωB97M-V functional and the def2-TZVPD basis.

Last column: Löwdin charge in e.
Positions of all 11 atoms, in Å:
O -1.174 0.277 0.067  0.03
N -0.468 -1.048 -1.655  0.13
C -0.122 -0.287 -0.563  -0.41
C 0.638 0.635 1.315  -0.09
C 1.035 -0.070 0.125  -0.04
C -0.694 0.836 1.226  -0.13
H -1.431 1.328 1.842  0.11
H 0.261 -1.381 -2.259  0.10
H 2.035 -0.362 -0.161  0.10
H 1.271 0.910 2.148  0.10
H -1.352 -0.839 -2.086  0.10

Summary:
energy above the lowest of the compared OMol25 structures with the same formula, charge and spin = 0.620 eV
SMILES = Nc1ccco1
total charge = 0
DFT total energy = -7765.9066 eV
LUMO energy = 1.045 eV

No. 3
This record from the Open Molecules 2025 dataset describes a cluster of 2 separate species, C8H5F3N4 in total in a non-equilibrium geometry. The level of theory is the ωB97M-V functional and the def2-TZVPD basis.

Last column: Mulliken spin population.
Positions of all 20 atoms, in Å:
F -0.093 3.296 -2.311  0.00
F -0.606 4.583 -0.714  0.01
F 1.285 3.534 -0.673  0.01
N -0.640 2.379 -0.158  0.20
N -0.095 1.385 0.265  0.43
N -3.440 2.442 -2.178  0.03
N 0.931 0.815 0.646  0.35
C 0.735 -0.562 0.609  0.03
C -0.667 -2.471 0.110  -0.02
C -2.574 2.151 -1.474  0.83
C 1.384 -2.809 1.277  -0.01
C -0.421 -1.072 0.144  0.03
C -0.042 3.397 -0.951  0.07
C 1.690 -1.508 1.092  0.01
C 0.218 -3.312 0.773  0.03
H 0.054 -4.396 1.029  0.00
H -1.429 -2.999 -0.482  0.00
H 2.080 -3.413 1.840  0.00
H -0.941 -0.295 -0.459  -0.01
H 2.572 -1.145 1.616  0.00

Summary:
multiplicity = 3
total charge = 0
DFT total energy = -22481.7642 eV
LUMO energy (alpha / beta) = -0.941 / -3.766 eV